ORCA calculation (ωB97M-V/def2-TZVPD) on C9H12B4CaF16O9 as an isolated structure.

XYZ file:
```
51
Properties=species:S:1:pos:R:3:forces:R:3
Ca -0.18170 -0.63363 -0.90642 0.55 -0.95 -0.71
B -0.79527 0.80895 -3.32909 -0.02 0.92 -0.66
F 0.45921 0.71852 -2.67101 0.50 0.09 -0.13
F -1.18766 2.18169 -3.30828 0.12 -0.21 -0.29
F -0.75690 0.27571 -4.59598 -0.02 0.46 0.07
F -1.68320 0.11440 -2.51078 -0.85 -0.22 0.24
B -0.43292 -2.96192 -3.33482 0.93 -0.02 -0.43
F -1.04283 -2.40745 -2.15903 -0.19 -0.23 0.00
F -1.34568 -2.95687 -4.40028 -0.18 -0.04 0.16
F 0.67323 -2.13713 -3.63387 -0.35 -0.07 0.03
F 0.01011 -4.26376 -3.08184 -0.36 0.08 0.03
B -0.09016 -1.88449 1.68840 1.24 -1.29 0.58
F -0.97810 -1.75212 2.77221 -0.36 0.23 -0.46
F 0.96404 -2.70520 2.06261 -0.21 0.00 0.35
F -0.66393 -2.37955 0.50454 -0.70 -0.49 0.56
F 0.45221 -0.64465 1.29339 -0.21 1.16 0.58
B 2.55404 -3.05986 -0.76275 0.91 -1.42 0.41
F 3.53872 -2.67829 0.21594 0.08 0.22 -0.41
F 1.94245 -4.23604 -0.29087 -0.11 0.59 -0.19
F 1.67576 -1.97196 -0.89822 -0.36 0.16 -0.15
F 3.17122 -3.34402 -1.99383 0.07 0.38 0.31
C -5.27128 -0.35865 1.77526 -0.19 -0.36 -0.38
C -5.40134 -1.82151 1.28939 0.25 0.18 0.41
O -4.43857 -1.90825 0.25482 -0.50 -0.77 0.20
C -3.61153 -0.86515 0.31906 0.30 0.39 0.25
O -2.54376 -0.83841 -0.16348 0.16 0.54 -0.41
O -4.17173 0.15536 1.03611 -0.10 -0.23 0.05
H -4.99157 -0.35478 2.82719 -0.30 0.28 0.06
H -6.17371 0.21081 1.55351 0.13 0.24 0.21
H -6.36213 -2.14366 0.89523 -0.10 0.29 0.00
H -5.13090 -2.45854 2.13438 0.10 -0.35 -0.31
C 5.62731 0.85652 0.51350 0.25 0.08 1.40
C 4.99323 0.34099 1.82750 0.96 0.07 -0.05
O 3.64182 0.21045 1.51305 -0.17 0.44 0.41
C 3.39926 0.64936 0.25502 -1.31 -2.01 0.28
O 2.32390 0.55497 -0.23320 0.21 1.16 -0.35
O 4.52458 1.01853 -0.36017 1.06 0.38 -0.37
H 6.39880 0.15289 0.20851 -0.35 -0.05 -0.82
H 6.11026 1.80996 0.73148 -0.07 0.19 -0.47
H 5.17437 1.04834 2.64499 -0.39 0.05 -0.02
H 5.43853 -0.60611 2.13805 -0.39 -0.17 -0.15
C -0.10428 4.79571 0.44472 0.01 0.26 0.70
C -0.97068 4.36897 1.62194 0.27 0.89 0.73
O -1.47345 3.10283 1.24788 0.12 0.54 0.13
C -0.69592 2.64291 0.23303 -0.49 -0.70 -0.32
O -0.76885 1.54001 -0.17995 -0.04 0.06 0.19
O 0.11139 3.58528 -0.25833 0.22 0.64 0.01
H 0.83607 5.20554 0.80874 0.16 -0.07 -0.29
H -0.62785 5.56089 -0.12730 0.13 -0.29 -0.57
H -1.71840 5.13699 1.83115 -0.58 -0.50 -0.31
H -0.40624 4.32544 2.55790 0.17 -0.54 -0.11
```
Forces are in eV/Å.

Its net charge is -2. The energy above the lowest of the compared OMol25 structures with the same formula, charge and spin comes out at 0.372 eV. The calculation puts the HOMO energy at -4.780 eV. The gap between HOMO and LUMO comes out at 8.5 eV.

Here are the Mulliken charges for atoms 1 to 5, given in e:
1 Ca 2.254
2 B 0.209
3 F -0.348
4 F -0.451
5 F -0.354